{"formula": "C43H52BClCsF4N9O3PS", "method": "the ωB97M-V functional and the def2-TZVPD basis", "spin_multiplicity": 1, "e_tot_ha": -4032.816991, "total_charge": -1, "elements": ["N", "C", "H", "F", "C", "F", "O", "H", "H", "C", "N", "C", "N", "H", "C", "N", "H", "H", "H", "C", "C", "C", "N", "C", "C", "C", "H", "N", "C", "H", "H", "H", "C", "H", "H", "C", "H", "C", "H", "H", "H", "H", "Cs", "H", "C", "C", "C", "C", "C", "H", "H", "C", "H", "H", "F", "O", "H", "H", "H", "H", "C", "H", "C", "H", "C", "H", "H", "C", "C", "C", "C", "C", "O", "H", "C", "P", "H", "C", "N", "H", "H", "C", "H", "H", "C", "N", "H", "B", "H", "S", "C", "H", "H", "C", "C", "H", "F", "H", "H", "H", "H", "C", "Cl", "H", "C", "C", "H", "C", "H", "H", "N", "C", "C", "H", "C", "H"], "positions_angstrom": [[-1.74607, 2.45224, -4.11306], [-2.21286, -2.97866, -2.34871], [0.49364, 3.30208, 4.10400], [4.04346, 1.93284, -3.20181], [4.45979, -0.07750, 5.05972], [1.90999, 1.58708, -2.40033], [3.75420, -2.93508, 0.78068], [-2.78021, 4.52264, 0.68978], [-0.42603, 3.86236, -4.95957], [-0.86549, 1.30947, -4.02210], [-0.79820, 5.14000, 2.44769], [-3.46534, -4.88731, -3.04730], [1.62976, -1.88785, 1.71395], [-3.42940, 4.35647, -5.26766], [1.41245, 2.43531, 1.63323], [-2.67641, 4.32079, -3.29588], [-1.47782, -4.38672, 5.25765], [0.88138, 6.19549, 3.20478], [3.79335, -6.21121, -3.35549], [5.15283, -0.55171, 2.79204], [-3.83598, 4.97076, -2.73908], [-2.36609, -1.32016, 6.48560], [-2.33286, 2.36133, -1.87594], [2.88918, -0.98494, 3.51985], [3.86871, -0.98884, 2.54728], [-0.33771, 4.14166, 1.56629], [-3.92981, 3.14720, -0.73366], [-0.85342, 3.63148, 0.53198], [-2.28304, 3.01351, -2.96641], [2.02136, 4.16169, 3.76788], [3.93668, -7.29616, -1.13983], [1.32118, 2.36778, 0.55261], [-2.76473, -2.91590, 4.34919], [-1.55947, 3.10366, -6.10245], [6.43372, 0.27546, 4.29865], [-2.10773, 4.05252, -0.03843], [-0.25895, 5.58882, 4.43000], [1.57548, -1.52762, 3.00093], [-2.33878, -6.69581, -3.28955], [-1.18394, -0.37459, 4.96020], [-1.34547, 7.11617, 2.72056], [-0.19388, -5.66415, -2.64396], [0.70226, 0.06462, -0.24221], [-2.80256, -3.44143, 3.39683], [0.28461, -2.12855, -4.56415], [2.24193, -1.42096, -3.36146], [3.27756, -6.44865, -1.28513], [1.70833, -4.85863, -0.40656], [-1.50477, -2.59375, 6.50635], [-3.83890, 4.91568, -1.65409], [-3.41642, -1.57022, 6.65766], [-3.42476, -3.54412, -2.70616], [0.87951, 1.59274, 2.09910], [-4.32066, -2.93721, -2.71116], [2.22532, 2.71592, -4.38251], [0.59151, -1.59930, 3.73881], [-4.40704, -5.34197, -3.32804], [1.14203, -4.45469, 0.42462], [2.31762, -4.26162, -3.68400], [-3.66946, -3.17206, 4.90969], [-1.09598, -5.06640, -2.66563], [-1.86934, -3.26128, 7.29078], [-1.44783, 3.48209, -5.08489], [-0.65246, -2.98641, 4.55650], [-2.87144, 2.86244, -0.63814], [2.81486, -1.38414, -2.44118], [2.59754, -6.42898, 0.74768], [0.21420, 5.36378, 3.47250], [2.52428, -5.96483, -0.22779], [-2.58286, -1.07103, 2.82873], [1.62819, -4.23533, -1.64963], [-1.02920, -3.71902, -2.32829], [3.04411, -0.72797, 0.01612], [-1.15199, 6.67408, 1.01928], [0.77492, -1.50450, -5.70319], [0.47685, -2.81086, -1.78160], [-1.90122, 4.76886, -0.84103], [-1.50903, 6.32267, 1.99187], [-2.76341, -1.47076, 4.08259], [-2.06119, -0.64153, 7.28315], [-1.11219, 0.58359, -4.80001], [0.98064, 4.05280, 3.46195], [5.90436, -0.56635, 2.01296], [0.18366, 1.59948, -4.11252], [2.37891, -4.73559, -2.71210], [-2.52505, -0.69883, 1.73440], [2.46813, 2.38228, 1.90382], [2.76329, 2.49881, -3.09379], [2.33983, -0.30426, -6.54885], [3.10268, -1.69219, 1.09181], [5.43959, -0.08722, 4.07044], [-2.82759, 2.04303, 0.08320], [-2.15681, 5.55234, -4.92351], [3.17304, -0.52993, 4.79471], [3.20413, -5.83417, -2.52813], [-1.03541, 0.88630, -3.03995], [2.81295, 3.70541, -2.38097], [3.63765, -0.21119, -4.43920], [-2.80515, 0.32911, 5.15195], [-0.47550, -2.32665, 6.75224], [2.40334, -0.52822, 5.55597], [-1.51913, -3.30261, 5.13746], [-2.11629, -1.31159, -1.91950], [-2.58105, 6.14354, 1.92809], [1.01800, -2.09199, -3.38209], [2.71643, -0.77604, -4.49112], [0.19914, -1.53774, -6.62121], [1.98055, -0.82048, -5.66764], [4.71064, 0.28227, 6.05003], [-3.80484, 6.02458, -3.02284], [0.88297, 3.70018, 2.06320], [-2.23307, -0.60136, 5.15172], [-2.30478, -5.64609, -3.02556], [-0.66953, -2.63964, -4.60400], [-2.48765, 4.53135, -4.72472], [-4.77840, 4.54585, -3.11499]], "lowdin_charge": [-0.098, -0.660, 0.125, 0.094, -0.078, -0.028, -0.285, 0.093, 0.128, -0.045, -0.096, -0.094, -0.150, 0.116, -0.143, -0.098, 0.109, 0.122, 0.098, -0.032, -0.070, -0.185, 0.099, -0.137, -0.200, -0.359, 0.095, 0.128, -0.354, 0.121, 0.095, -0.013, -0.148, 0.120, 0.101, -0.234, 0.116, -0.539, 0.098, 0.108, 0.079, 0.102, 1.189, 0.125, -0.095, -0.101, -0.096, -0.116, -0.185, 0.054, 0.108, -0.104, 0.054, 0.104, 0.079, 0.005, 0.099, 0.099, 0.106, 0.115, -0.066, 0.100, -0.133, 0.077, -0.233, 0.098, 0.103, -0.160, -0.085, -0.300, -0.380, -0.383, -0.608, 0.097, -0.098, 0.989, 0.107, -0.064, -0.094, 0.108, 0.083, -0.147, 0.122, 0.078, -0.083, 0.163, 0.101, -1.251, 0.104, 0.552, -0.078, 0.096, 0.117, -0.010, -0.086, 0.013, 0.095, 0.110, 0.121, 0.105, 0.114, -0.172, 0.708, 0.069, -0.387, -0.055, 0.099, -0.074, 0.099, 0.087, -0.113, -0.151, -0.088, 0.101, -0.152, 0.094]}



{"formula": "C3H10O3", "method": "the ωB97M-V functional and the def2-TZVPD basis", "spin_multiplicity": 1, "smiles": "OCCCO.O", "e_tot_ha": -345.972247, "total_charge": 0, "elements": ["H", "O", "H", "H", "H", "H", "H", "O", "O", "H", "H", "C", "C", "H", "C", "H"], "positions_angstrom": [[-1.45837, -2.28636, -0.78963], [-0.22794, -3.11810, 0.53852], [2.27735, -1.13074, -1.63208], [-1.48970, -1.52841, 0.89121], [0.08332, -1.00240, -1.51439], [-2.23449, 7.17481, 0.56562], [-0.22660, 0.09266, -0.34486], [2.55303, -0.61203, -0.86463], [-1.81951, 6.31700, 0.68456], [-0.78651, -3.56600, 1.17863], [1.82493, -2.04959, 0.38319], [1.57112, -1.03391, 0.10397], [-0.90436, -1.93352, 0.06379], [-1.08729, 6.17327, 0.08484], [0.17013, -0.93337, -0.42594], [1.75490, -0.56332, 1.07720]], "lowdin_charge": [0.103, -0.098, 0.078, 0.115, 0.106, 0.031, 0.119, -0.077, -0.059, 0.080, 0.100, -0.264, -0.220, 0.028, -0.168, 0.125]}



{"formula": "C26H33ClN4O3", "method": "the ωB97M-V functional and the def2-TZVPD basis", "spin_multiplicity": 1, "smiles": "O=C(CCC(=O)N1CCOc2ccc(Cl)cc21)NCCCN1CCN(Cc2ccccc2)CC1", "e_tot_ha": -1915.535208, "total_charge": 0, "elements": ["H", "C", "O", "C", "H", "C", "H", "C", "H", "C", "H", "C", "C", "N", "H", "C", "H", "Cl", "H", "H", "C", "H", "H", "H", "N", "C", "C", "C", "H", "C", "H", "H", "H", "H", "H", "C", "C", "C", "O", "N", "C", "C", "C", "C", "C", "H", "H", "H", "H", "N", "H", "H", "H", "C", "H", "H", "C", "C", "H", "H", "H", "H", "H", "O", "C", "C", "H"], "positions_angstrom": [[-2.42217, -0.61628, 2.36705], [-5.41526, -3.79236, -2.79067], [-1.06982, 1.48809, 2.70414], [0.88192, 0.03588, 2.66021], [0.82369, 1.91881, 4.56402], [-3.18944, -3.28947, -2.02661], [-0.86453, -1.09784, -3.58816], [0.79640, -0.89944, -0.83802], [0.12788, 2.87493, 1.74410], [-1.69468, -3.32616, -2.20216], [-3.05655, -2.30475, -0.14440], [-0.89331, 0.31613, -1.96089], [1.08989, 2.22749, 3.54680], [0.53127, 0.24863, -1.68927], [1.71214, 3.11600, 3.57581], [2.96290, 1.18376, 2.23675], [-5.50854, -2.24905, 0.20855], [1.11062, -3.92298, 2.25730], [0.53227, 2.78534, -2.74542], [-6.07095, -4.20953, -3.54134], [-0.17032, 2.57345, 2.75562], [3.90780, 2.99291, -1.16064], [0.54184, -3.02847, -0.85971], [-1.44117, -3.54193, -3.25642], [-1.09586, -2.09241, -1.73351], [0.48562, -2.31837, 2.39143], [4.36283, 3.00984, 1.33082], [-0.50066, 0.25821, 2.59345], [1.92073, 1.22651, -0.51549], [3.94657, 2.28151, 2.61457], [0.29215, 1.91753, -0.40145], [-2.44931, -0.91989, -2.78507], [2.28075, 4.48317, -2.31134], [-1.55450, -2.93664, 2.16091], [2.13487, 2.05434, -2.83641], [3.11940, 3.54879, 0.63596], [-1.37164, -0.97531, -2.61325], [0.33207, -2.18078, -1.51584], [2.18127, 4.01756, 1.25431], [3.14894, 3.47932, -0.70915], [1.40820, 2.50707, -2.15945], [-5.09790, -2.69223, -0.68741], [-3.72905, -2.72566, -0.87628], [-5.94522, -3.22801, -1.64386], [1.36294, -1.26669, 2.57807], [1.86749, -0.95096, -0.63516], [-3.63509, -4.25835, -3.88177], [2.42213, -1.45017, 2.63750], [0.26134, -0.80638, 0.11903], [1.75660, 1.12795, 2.87659], [0.88427, -2.31879, -2.46251], [-1.08764, 1.15503, -2.63285], [-1.46598, 0.47204, -1.02791], [-0.88233, -2.10762, 2.31085], [4.81972, 1.78711, 3.04659], [1.26111, 4.24563, -0.87209], [-1.36494, -0.82040, 2.42169], [1.02932, 1.47615, -1.09496], [5.02438, 3.84401, 1.57260], [-0.71285, 3.39616, 3.22543], [4.88968, 2.31647, 0.67529], [3.55687, 2.98937, 3.33891], [-1.29194, -4.14203, -1.59127], [3.27881, 0.36513, 1.39432], [1.99415, 3.77238, -1.52955], [-4.04406, -3.81980, -2.98199], [-7.01511, -3.20393, -1.49641]], "lowdin_charge": [0.122, -0.090, -0.016, -0.130, 0.143, -0.223, 0.129, -0.165, 0.107, -0.156, 0.100, -0.169, -0.097, -0.154, 0.108, -0.432, 0.100, 0.675, 0.107, 0.100, -0.142, 0.147, 0.111, 0.126, -0.178, -0.682, -0.084, -0.210, 0.102, -0.079, 0.125, 0.124, 0.119, 0.105, 0.115, -0.491, -0.168, -0.167, 0.056, 0.069, -0.152, -0.083, -0.041, -0.099, -0.039, 0.125, 0.108, 0.117, 0.103, 0.037, 0.128, 0.117, 0.129, -0.110, 0.131, 0.120, 0.001, -0.201, 0.127, 0.136, 0.115, 0.101, 0.131, 0.064, -0.176, -0.047, 0.098]}



| no. | LUMO level (eV) |
| --- | --- |
| 1 | 1.9 |
| 2 | 0.8 |
| 3 | 0.7 |